[1]
{"formula": "CH7NO3", "method": "the ωB97M-V functional and the def2-TZVPD basis", "charge": 0, "homo_lumo_gap_ev": 10.97, "relative_energy_kcal_mol": 7.1, "smiles": "NC=O.O.O", "elements": ["C", "N", "O", "H", "H", "H", "H", "H", "O", "H", "H", "O"], "coordinates": [[-1.3460, -0.3947, 0.5745], [-2.1358, -1.5019, 0.6885], [-1.0405, 0.0865, -0.4877], [-1.2827, 0.1566, 1.5234], [-2.6525, -1.6862, 1.5271], [-2.5043, -1.9583, -0.1166], [3.1058, 0.5113, 1.2682], [1.8411, 0.7685, 0.4276], [2.3416, 0.0808, 0.8746], [1.3008, 2.2333, -1.9351], [0.7936, 0.8478, -2.1076], [1.3735, 1.3531, -1.5432]]}

[2]
{"formula": "C23H78F3N10O17Y", "method": "the ωB97M-V functional and the def2-TZVPD basis", "charge": 2, "homo_lumo_gap_ev": 4.48, "elements": ["Y", "C", "O", "O", "C", "F", "F", "F", "C", "C", "H", "H", "H", "H", "H", "H", "C", "C", "C", "O", "C", "N", "H", "H", "H", "H", "H", "H", "H", "H", "H", "H", "H", "C", "C", "C", "O", "C", "N", "H", "H", "H", "H", "H", "H", "H", "H", "H", "H", "H", "C", "C", "C", "O", "C", "N", "H", "H", "H", "H", "H", "H", "H", "H", "H", "H", "H", "C", "C", "C", "O", "C", "N", "H", "H", "H", "H", "H", "H", "H", "H", "H", "H", "H", "O", "H", "H", "O", "H", "H", "O", "H", "H", "O", "H", "H", "O", "H", "H", "O", "H", "H", "O", "H", "H", "O", "H", "H", "C", "O", "N", "N", "H", "H", "H", "H", "C", "O", "N", "N", "H", "H", "H", "H", "C", "O", "N", "N", "H", "H", "H", "H"], "coordinates": [[1.5536, 1.0574, 4.6626], [0.3022, 0.9098, 1.1559], [-0.3027, -0.3426, 0.8605], [0.4202, 0.8807, 2.5448], [1.6314, 1.0405, 0.3657], [1.4815, 1.8249, -0.7055], [2.6456, 1.5909, 1.0540], [2.0380, -0.1911, 0.0320], [-1.1508, -0.3042, -0.2943], [-1.7974, -1.6743, -0.3344], [-1.0560, -2.4747, -0.2500], [-2.5454, -1.7824, 0.4530], [-2.2801, -1.8667, -1.2952], [-0.5714, -0.1756, -1.2086], [-2.0287, 0.3473, -0.2651], [-0.3937, 1.7098, 0.8916], [-1.8978, -5.3219, -2.8349], [-1.4548, -5.8383, -1.4234], [-1.3390, -7.3616, -1.3903], [-0.3842, -7.7393, -2.3569], [-0.3770, -9.1354, -2.5602], [-0.1350, -5.2524, -1.0517], [-1.0899, -5.2872, -3.5613], [-2.1937, -4.2777, -2.7147], [-2.7396, -5.9586, -3.1016], [-2.1351, -5.4534, -0.6608], [-2.3177, -7.8235, -1.5616], [-0.9914, -7.7495, -0.4248], [0.0418, -9.7275, -1.7442], [0.1752, -9.3706, -3.4702], [-1.3698, -9.5335, -2.7967], [0.5458, -5.7442, -1.6330], [-0.0471, -4.3231, -1.4602], [-6.9955, 0.8000, 1.2903], [-6.5681, 1.9209, 2.2104], [-5.0379, 2.0681, 2.3970], [-4.4920, 0.9096, 3.0263], [-3.1238, 1.1077, 3.3137], [-7.0888, 3.2258, 1.7442], [-6.4827, 0.7104, 0.3378], [-8.0836, 0.7507, 1.2880], [-6.7091, -0.0890, 1.8675], [-6.8768, 1.7755, 3.2521], [-4.8345, 2.9735, 2.9742], [-4.5866, 2.0939, 1.3954], [-2.7831, 2.1403, 3.4458], [-2.5238, 0.5602, 2.5835], [-2.9628, 0.7160, 4.3261], [-6.8558, 4.0246, 2.3052], [-8.0403, 3.0457, 1.4712], [0.7697, 6.3634, 4.3915], [2.1917, 6.4027, 3.8091], [2.1878, 6.2004, 2.2928], [1.6327, 5.0078, 1.8145], [1.6648, 4.9396, 0.4197], [2.8854, 7.5418, 4.3413], [0.7859, 6.4909, 5.4758], [0.1768, 5.4781, 4.1512], [0.1509, 7.1950, 4.0367], [2.6849, 5.5999, 4.3804], [3.2776, 6.2207, 2.1204], [1.8875, 7.1237, 1.7841], [2.6859, 4.9312, 0.0210], [1.0744, 5.7508, -0.0202], [1.2198, 4.0435, -0.0172], [2.4055, 8.3833, 4.0119], [3.8252, 7.7147, 3.9946], [3.9597, 3.1952, -2.8690], [4.5807, 1.8159, -2.9036], [4.1818, 0.9510, -4.0775], [4.7562, 1.4870, -5.2517], [4.2966, 0.9022, -6.4485], [6.0494, 1.8608, -2.6619], [4.3803, 3.9318, -3.5499], [4.1406, 3.6298, -1.8798], [2.8729, 3.1111, -2.8936], [4.2978, 1.2065, -2.0331], [3.0878, 0.9388, -4.1842], [4.4807, -0.1076, -4.0480], [4.9828, 1.2103, -7.2340], [3.2943, 1.2738, -6.6856], [4.2472, -0.1911, -6.4413], [6.3226, 0.8810, -2.6361], [6.4346, 2.2009, -3.5441], [-0.3439, 2.5986, 4.8074], [-0.8166, 2.8846, 4.0053], [-0.8440, 2.9776, 5.5484], [3.4519, 0.4924, 3.1100], [3.5934, 0.2106, 2.1883], [4.3083, 0.3205, 3.5406], [1.1723, -0.2569, -3.8459], [0.4200, -0.8067, -3.5873], [1.0193, -0.0741, -4.7780], [-0.3991, -5.2717, 1.7918], [-1.2614, -4.8684, 2.0050], [-0.3514, -5.2624, 0.8045], [-1.1625, 3.7787, -0.3239], [-0.3958, 3.2349, -0.5293], [-1.7408, 3.6702, -1.0878], [-0.2172, 2.0203, -2.7438], [0.3459, 1.2366, -2.6654], [0.3775, 2.7629, -2.5893], [-3.0630, -4.6640, 2.2479], [-3.0048, -3.7358, 1.9895], [-3.9870, -4.8054, 2.4838], [-1.3627, -1.1499, -4.7533], [-2.1430, -1.1378, -4.1672], [-1.5251, -0.4302, -5.3723], [0.7256, -2.4690, 4.0169], [1.0453, -1.3961, 4.5940], [0.6133, -3.6686, 4.6725], [0.1662, -2.5237, 2.8101], [1.0811, -3.6709, 5.5698], [0.6425, -4.5501, 4.1782], [-0.0978, -3.4393, 2.4691], [0.0372, -1.6953, 2.2426], [5.8443, -0.5740, 0.6022], [5.7083, -0.7190, 1.8353], [4.9624, -1.1267, -0.2734], [6.8547, 0.1042, 0.0388], [4.2633, -1.7604, 0.0629], [5.3355, -1.1563, -1.2062], [7.6189, 0.4177, 0.6096], [6.7510, 0.4669, -0.8938], [-4.5107, -1.5167, -2.7737], [-4.0296, -1.2357, -3.8890], [-4.8684, -0.5488, -1.9189], [-4.7438, -2.8042, -2.4502], [-5.3555, -0.6809, -1.0550], [-4.5933, 0.3212, -2.3538], [-4.6230, -3.4136, -3.2434], [-4.9622, -3.1564, -1.5389]]}

[3]
{"formula": "C3H3N3O2", "method": "the ωB97M-V functional and the def2-TZVPD basis", "charge": 0, "homo_lumo_gap_ev": 10.21, "relative_energy_kcal_mol": 179.7, "smiles": "c1nnconco1", "elements": ["C", "C", "C", "H", "H", "H", "N", "N", "N", "O", "O"], "coordinates": [[-1.5047, -0.1359, 0.2509], [1.0956, 1.1341, 0.3710], [0.2744, -1.2090, -0.4547], [-2.7629, -0.4287, 0.0864], [1.2772, 1.9915, 0.9192], [0.0141, -2.1520, -0.8541], [-1.2839, 1.0703, -0.3345], [1.8663, 0.1188, 0.4129], [1.5633, -0.8233, -0.5171], [-0.6541, -1.1213, 0.5430], [0.1146, 1.5556, -0.4231]]}

[4]
{"formula": "C7H14O2", "method": "the ωB97M-V functional and the def2-TZVPD basis", "charge": 0, "homo_lumo_gap_ev": 10.09, "relative_energy_kcal_mol": 35.3, "smiles": "C=C(C)COC(C)(C)O", "elements": ["C", "C", "C", "C", "C", "C", "C", "O", "O", "H", "H", "H", "H", "H", "H", "H", "H", "H", "H", "H", "H", "H", "H"], "coordinates": [[1.2884, 0.1760, -0.9996], [-0.4154, -1.1681, 0.2762], [0.4808, 1.4133, -0.7543], [1.1374, -0.3739, -2.4204], [-2.4423, -0.1234, 1.5270], [-0.9488, -0.1518, 1.3780], [-0.1222, 0.2460, 2.3411], [0.9141, -1.0023, -0.0500], [2.6160, 0.4350, -0.6908], [3.0679, -0.4162, -0.6366], [-1.0721, -1.0499, -0.5963], [-0.5405, -2.1709, 0.7038], [0.5174, 2.0830, -1.6099], [-0.5792, 1.1083, -0.4429], [1.6366, -1.3424, -2.4942], [0.0840, -0.5059, -2.6695], [1.5885, 0.3228, -3.1284], [0.8031, 1.9279, 0.1493], [-2.8727, 0.6254, 0.8573], [-2.8790, -1.0920, 1.2816], [-2.7354, 0.1348, 2.5427], [0.9456, 0.1753, 2.2085], [-0.4721, 0.7491, 3.2275]]}

[5]
{"formula": "C3H4N4O", "method": "the ωB97M-V functional and the def2-TZVPD basis", "charge": 0, "homo_lumo_gap_ev": 9.31, "relative_energy_kcal_mol": 105.8, "smiles": "[H]/N=c1\\cn[nH]n1C=O", "elements": ["C", "C", "C", "H", "H", "H", "H", "N", "N", "N", "N", "O"], "coordinates": [[-0.6902, 0.5713, 0.0024], [-1.4683, -0.6501, -0.3522], [1.9407, 0.6575, -0.0835], [-2.1797, 1.6734, -0.1477], [-2.4848, -0.7767, -0.4735], [0.7207, -1.8105, 1.2587], [1.8280, 1.7122, 0.0615], [-1.0837, 1.8184, -0.0871], [-0.7051, -1.6973, -0.2620], [0.6402, -1.4694, 0.0669], [0.5822, -0.0038, 0.4402], [2.9000, -0.0249, -0.4236]]}

[6]
{"formula": "C26H23CsN5S5", "method": "the ωB97M-V functional and the def2-TZVPD basis", "charge": -1, "homo_lumo_gap_ev": 6.32, "elements": ["Cs", "S", "C", "C", "C", "C", "C", "C", "S", "C", "C", "C", "C", "C", "C", "C", "S", "C", "C", "C", "C", "C", "C", "S", "N", "H", "H", "H", "H", "H", "H", "H", "H", "H", "H", "H", "H", "H", "H", "H", "S", "C", "N", "C", "C", "C", "N", "H", "H", "H", "H", "N", "C", "C", "N", "C", "H", "H", "H", "H"], "coordinates": [[-1.0650, -1.0919, 0.3409], [-2.0536, -2.4897, -2.5812], [-3.5314, -1.7381, -3.1061], [-4.4889, -2.4979, -3.8092], [-5.6870, -1.9669, -4.2439], [-5.9904, -0.6287, -4.0127], [-5.0638, 0.1523, -3.3457], [-3.8563, -0.3803, -2.8917], [-2.8099, 0.7271, -1.9807], [-1.3380, 0.8289, -3.0660], [-0.5694, 2.0436, -2.6552], [-0.5577, 3.1814, -3.4527], [0.1180, 4.3014, -3.0033], [0.7230, 4.2580, -1.7625], [0.6535, 3.0806, -1.0188], [1.2826, 3.0801, 0.3556], [0.6383, 1.9550, 1.6159], [-1.1075, 2.2727, 1.6379], [-1.6917, 3.3341, 0.9496], [-3.0658, 3.5031, 0.9391], [-3.8650, 2.5979, 1.6260], [-3.2835, 1.5709, 2.3451], [-1.8886, 1.3904, 2.4129], [-1.1920, 0.1444, 3.4028], [0.0486, 1.9895, -1.4700], [-4.2589, -3.5404, -3.9902], [-6.3929, -2.6018, -4.7675], [-6.9264, -0.2017, -4.3500], [-5.2634, 1.2011, -3.1611], [-1.7088, 0.9184, -4.0854], [-0.7324, -0.0726, -2.9700], [-1.0809, 3.1806, -4.3994], [0.1542, 5.2035, -3.6017], [1.2309, 5.1243, -1.3577], [1.2897, 4.1011, 0.7402], [2.3264, 2.7660, 0.2698], [-1.0797, 4.0376, 0.4028], [-3.5028, 4.3207, 0.3801], [-4.9440, 2.6942, 1.6053], [-3.8993, 0.8795, 2.9072], [3.5899, -1.5141, -1.8747], [2.4033, -2.4308, -2.5922], [2.0143, -3.6109, -1.9896], [1.1254, -4.4730, -2.5290], [0.5278, -4.1596, -3.6993], [0.8648, -2.8970, -4.2404], [1.7624, -2.0842, -3.7459], [2.4466, -3.8044, -1.0934], [0.9194, -5.3660, -1.9561], [-0.2419, -4.7731, -4.1356], [0.3526, -2.5494, -5.1313], [1.8277, -1.0784, 2.8376], [1.5630, -2.0760, 3.7365], [1.7842, -3.2426, 3.0667], [2.1451, -2.9849, 1.7623], [2.1591, -1.6735, 1.6687], [1.4933, -0.1271, 2.9376], [1.2126, -1.8648, 4.7309], [1.6883, -4.2503, 3.4363], [2.3883, -1.1203, 0.7690]]}